Formula: C50H66O10S2
Source: OMol25
Level of theory: ωB97M-V/def2-TZVPD

Output
HOMO, eV: -8.988
Multiplicity: 1
F_max, hartree/bohr: 0.1220

Each line ends with the Löwdin charge.
Cartesian coordinates (Å):
C -2.301 -12.392 -6.747  -0.235
S -1.803 -14.203 -6.508  0.829
O -3.114 -14.963 -6.263  -0.587
C -1.031 -14.503 -8.144  -0.274
H -3.049 -12.034 -6.040  0.051
H -2.708 -12.311 -7.755  0.040
H -1.348 -11.861 -6.733  0.036
H -1.802 -14.743 -8.876  0.052
H -0.309 -15.319 -8.164  0.046
H -0.585 -13.574 -8.500  0.042
C -6.184 -6.947 -4.236  -0.272
S -6.342 -7.493 -2.498  0.858
O -5.171 -6.751 -1.819  -0.605
C -7.669 -6.262 -2.009  -0.250
H -7.158 -6.835 -4.713  0.047
H -5.497 -7.608 -4.764  0.041
H -5.742 -5.953 -4.167  0.050
H -7.937 -6.677 -1.038  0.029
H -8.627 -6.155 -2.519  0.046
H -7.234 -5.276 -1.846  0.054
C -9.941 -11.901 -2.721  -0.082
C -9.360 -13.120 -2.263  -0.084
C -8.603 -13.893 -3.157  -0.094
C -8.524 -13.460 -4.478  -0.106
C -8.955 -12.195 -4.920  -0.096
C -9.659 -11.390 -4.022  -0.094
H -10.650 -11.407 -2.073  0.087
H -9.564 -13.488 -1.268  0.094
H -8.142 -14.809 -2.817  0.098
H -8.162 -14.147 -5.229  0.095
H -8.730 -11.923 -5.940  0.095
H -9.991 -10.398 -4.290  0.090
C -10.441 -0.089 2.531  -0.098
C -11.125 1.096 2.857  -0.080
C -12.411 1.058 3.430  -0.107
C -13.021 -0.147 3.560  -0.112
C -12.392 -1.353 3.140  -0.075
C -11.036 -1.305 2.784  -0.105
H -9.447 -0.015 2.116  0.099
H -10.673 2.057 2.659  0.094
H -12.916 1.946 3.782  0.100
H -13.936 -0.237 4.125  0.097
H -12.920 -2.282 3.292  0.091
H -10.607 -2.248 2.479  0.096
C -1.526 -0.277 -0.150  -0.095
C -1.660 0.503 0.982  -0.097
C -2.762 0.275 1.811  -0.102
C -3.588 -0.821 1.637  -0.111
C -3.372 -1.659 0.560  -0.105
C -2.416 -1.354 -0.408  -0.074
H -0.741 -0.032 -0.851  0.096
H -0.978 1.319 1.173  0.097
H -3.032 0.847 2.686  0.095
H -4.239 -1.126 2.443  0.101
H -3.895 -2.603 0.597  0.100
H -2.184 -1.986 -1.252  0.094
C -4.551 -1.836 -8.629  -0.116
C -5.022 -0.946 -9.567  -0.101
C -4.292 0.160 -9.930  -0.096
C -3.120 0.431 -9.229  -0.080
C -2.671 -0.480 -8.257  -0.088
C -3.411 -1.589 -7.970  -0.131
H -5.090 -2.757 -8.461  0.105
H -5.965 -1.106 -10.069  0.101
H -4.509 0.810 -10.765  0.101
H -2.398 1.182 -9.511  0.096
H -1.744 -0.448 -7.704  0.102
H -3.023 -2.398 -7.370  0.107
C -11.867 -2.754 -4.030  -0.093
C -10.817 -2.631 -4.901  -0.122
C -10.681 -3.439 -5.995  -0.112
C -11.704 -4.270 -6.398  -0.104
C -12.749 -4.483 -5.521  -0.090
C -12.872 -3.705 -4.327  -0.067
H -11.869 -2.242 -3.078  0.099
H -10.058 -1.908 -4.641  0.103
H -9.754 -3.427 -6.549  0.103
H -11.447 -4.940 -7.206  0.102
H -13.544 -5.161 -5.798  0.093
H -13.701 -3.952 -3.679  0.090
O 1.885 -3.487 -4.006  0.097
C 1.635 -4.651 -4.295  -0.477
O 1.298 -5.001 -5.584  0.018
C 1.025 -6.422 -5.648  -0.160
C 0.572 -6.704 -4.241  -0.161
C 1.448 -5.802 -3.397  -0.087
H 1.886 -7.039 -5.905  0.124
H 0.221 -6.588 -6.365  0.126
H 0.584 -7.742 -3.908  0.118
H -0.480 -6.417 -4.251  0.125
H 2.512 -5.992 -3.257  0.141
H 1.067 -5.485 -2.426  0.135
O -7.755 -8.592 -10.711  0.105
C -7.954 -9.143 -11.768  -0.478
O -8.409 -8.482 -12.847  0.026
C -8.710 -9.364 -13.975  -0.153
C -7.888 -10.515 -13.684  -0.197
C -7.712 -10.596 -12.169  -0.061
H -8.370 -8.886 -14.894  0.129
H -9.790 -9.498 -14.032  0.131
H -6.915 -10.391 -14.158  0.125
H -8.341 -11.459 -13.987  0.122
H -6.747 -11.000 -11.863  0.126
H -8.487 -11.238 -11.750  0.125
O -13.000 -11.662 2.861  0.080
C -13.160 -10.443 2.701  -0.420
O -14.309 -9.896 2.180  0.033
C -14.275 -8.518 2.202  -0.206
C -13.015 -8.104 2.977  -0.140
C -12.127 -9.395 3.067  -0.052
H -15.126 -8.060 2.708  0.122
H -14.283 -8.096 1.196  0.122
H -13.297 -7.710 3.953  0.106
H -12.488 -7.243 2.565  0.106
H -11.792 -9.555 4.091  0.124
H -11.294 -9.443 2.366  0.126
O -4.437 -6.967 3.317  0.058
C -3.344 -7.526 3.074  -0.470
O -3.317 -8.758 2.722  0.058
C -2.005 -9.287 2.712  -0.158
C -1.189 -8.057 2.534  -0.187
C -1.896 -6.978 3.349  -0.044
H -1.907 -10.081 1.972  0.133
H -1.806 -9.757 3.676  0.131
H -1.062 -7.731 1.501  0.124
H -0.200 -8.304 2.920  0.115
H -1.756 -6.004 2.879  0.117
H -1.575 -6.832 4.380  0.123